{"formula": "C29H52Cl2N3O2P2SeSi4Ta", "method": "ωB97M-V with the def2-TZVPD basis set", "species": ["Ta", "O", "C", "O", "C", "H", "H", "H", "H", "H", "H", "C", "C", "H", "H", "H", "H", "Cl", "Cl", "N", "P", "P", "C", "C", "C", "C", "Si", "H", "H", "C", "C", "Si", "H", "H", "C", "C", "Si", "H", "H", "C", "C", "Si", "H", "H", "C", "C", "H", "C", "H", "C", "H", "C", "H", "C", "H", "C", "C", "H", "C", "H", "C", "H", "C", "H", "C", "H", "H", "H", "H", "H", "H", "H", "C", "C", "H", "H", "H", "H", "H", "H", "H", "H", "H", "H", "H", "H", "H", "H", "H", "H", "H", "H", "N", "Se", "C", "N"], "xyz": [[0.933, -0.368, 0.611], [-1.794, 1.148, -4.403], [-2.208, 0.342, -5.529], [-3.705, 1.725, -2.744], [-5.097, 1.450, -2.475], [-3.293, 0.240, -5.580], [-1.804, -0.661, -5.447], [-1.868, 0.738, -6.487], [-5.636, 2.364, -2.219], [-5.241, 0.753, -1.655], [-5.597, 0.980, -3.325], [-2.305, 2.466, -4.600], [-3.671, 2.535, -3.933], [-2.383, 2.756, -5.651], [-1.633, 3.215, -4.210], [-4.395, 2.210, -4.685], [-3.923, 3.569, -3.692], [-4.542, 1.147, 1.218], [-4.756, -2.018, -3.837], [0.925, 0.042, 2.795], [1.322, 1.920, 0.138], [-0.793, -2.119, 1.173], [-0.698, -2.322, 3.014], [0.453, -3.385, 0.466], [2.238, 2.329, 1.736], [2.763, 1.559, -1.106], [3.086, -0.229, -1.850], [3.687, 1.884, -0.630], [2.653, 2.239, -1.947], [4.798, -0.926, -1.495], [3.039, -0.264, -3.723], [1.607, -3.035, -1.040], [-0.063, -4.332, 0.315], [1.131, -3.587, 1.294], [0.835, -3.596, -2.645], [3.292, -3.792, -0.795], [0.619, -1.329, 3.874], [-0.597, -3.380, 3.252], [-1.655, -2.012, 3.428], [2.212, -2.285, 4.063], [-0.040, -0.655, 5.488], [1.644, 1.557, 3.335], [2.316, 3.408, 1.867], [3.270, 2.011, 1.603], [-2.495, -2.638, 0.597], [-2.660, -3.435, -0.538], [-1.800, -3.760, -1.101], [-3.936, -3.803, -0.959], [-4.059, -4.417, -1.840], [-5.049, -3.371, -0.241], [-6.039, -3.656, -0.567], [-4.895, -2.575, 0.892], [-5.762, -2.241, 1.444], [-3.617, -2.210, 1.308], [-3.497, -1.584, 2.178], [0.472, 3.597, 0.122], [-0.727, 3.836, 0.795], [-1.214, 3.044, 1.335], [-1.312, 5.100, 0.773], [-2.241, 5.276, 1.296], [-0.688, 6.135, 0.080], [-1.137, 7.117, 0.065], [0.516, 5.915, -0.585], [1.003, 6.722, -1.112], [1.094, 4.648, -0.557], [2.034, 4.474, -1.060], [-0.927, -0.046, 5.319], [0.694, -0.042, 6.006], [-0.320, -1.465, 6.160], [2.534, -2.705, 3.113], [2.093, -3.110, 4.763], [3.018, -1.654, 4.430], [0.255, 2.526, 4.126], [3.064, 1.181, 4.490], [-0.660, 2.451, 3.543], [0.515, 3.581, 4.205], [0.040, 2.165, 5.129], [3.816, 0.575, 3.987], [2.743, 0.643, 5.378], [3.550, 2.098, 4.818], [2.494, 0.586, -4.124], [2.604, -1.188, -4.099], [4.048, -0.197, -4.128], [4.909, -1.389, -0.521], [5.548, -0.140, -1.563], [5.063, -1.682, -2.232], [0.747, -4.681, -2.675], [1.442, -3.290, -3.495], [-0.162, -3.180, -2.773], [3.787, -3.373, 0.080], [3.929, -3.626, -1.661], [3.218, -4.868, -0.646], [1.784, -1.274, -1.157], [4.962, -1.958, 3.247], [3.568, -1.408, 2.335], [2.522, -0.995, 1.651]], "charge": 0, "homo_lumo_gap_ev": [2.3, 2.3], "largest_force_ev_per_a": 8.8, "e_above_lowest_kcal_mol": 215.8, "energy_ha": -6670.4131, "e_homo_ev": [-5.71, -5.71]}

***

{"formula": "C29H52HfP2Si", "method": "ωB97M-V with the def2-TZVPD basis set", "species": ["Hf", "C", "C", "C", "C", "C", "C", "H", "H", "H", "C", "H", "H", "H", "C", "H", "H", "H", "C", "H", "H", "H", "C", "H", "H", "H", "C", "C", "C", "C", "C", "C", "C", "C", "H", "H", "H", "H", "H", "H", "H", "H", "H", "H", "H", "H", "P", "P", "C", "C", "H", "H", "H", "H", "C", "H", "H", "H", "C", "H", "H", "H", "C", "H", "H", "H", "C", "H", "H", "H", "C", "Si", "C", "C", "C", "C", "H", "H", "H", "H", "H", "H", "H", "H", "H"], "xyz": [[-1.485, 0.963, -1.854], [-0.004, 0.557, 0.435], [0.796, 0.960, -0.679], [-0.874, 2.576, -0.301], [-1.030, 1.509, 0.639], [0.302, 2.267, -1.101], [0.212, -0.664, 1.270], [1.184, -1.115, 1.069], [-0.554, -1.410, 1.026], [0.130, -0.408, 2.336], [-1.975, 1.480, 1.803], [-2.706, 0.680, 1.641], [-2.472, 2.446, 1.911], [-1.440, 1.294, 2.746], [-1.607, 3.888, -0.311], [-1.885, 4.163, 0.722], [-2.523, 3.842, -0.929], [-0.973, 4.690, -0.705], [1.165, 3.315, -1.712], [1.593, 3.893, -0.872], [0.622, 4.044, -2.331], [1.998, 2.888, -2.286], [2.214, 0.543, -0.927], [2.927, 1.301, -0.568], [2.384, 0.422, -1.999], [2.470, -0.400, -0.417], [0.638, -4.342, -1.297], [1.885, -4.482, -0.819], [3.128, -3.869, -1.366], [3.322, -3.959, -2.909], [2.956, -2.727, -3.658], [1.889, -1.953, -3.415], [0.833, -2.015, -2.330], [0.115, -3.360, -2.295], [3.995, -4.411, -0.926], [2.805, -4.849, -3.298], [3.212, -2.819, -1.042], [0.186, -3.819, -3.286], [-0.162, -5.013, -0.958], [2.044, -5.137, 0.052], [-0.966, -3.205, -2.127], [1.105, -1.668, -1.328], [1.650, -1.145, -4.148], [0.071, -1.247, -2.606], [4.403, -4.100, -3.084], [3.587, -2.470, -4.527], [-1.390, -1.136, -4.393], [-1.181, 1.904, -4.115], [-1.524, -0.118, -5.962], [-2.064, 1.256, -5.610], [-2.186, -0.659, -6.658], [-0.521, -0.034, -6.419], [-1.911, 1.979, -6.427], [-3.134, 1.201, -5.351], [-1.787, 3.614, -4.122], [-1.372, 4.179, -3.276], [-2.882, 3.559, -4.018], [-1.508, 4.060, -5.089], [0.574, 1.952, -4.719], [0.582, 2.002, -5.820], [1.140, 1.057, -4.405], [1.095, 2.826, -4.302], [-3.029, -1.957, -4.460], [-3.082, -2.646, -3.611], [-3.103, -2.534, -5.390], [-3.836, -1.221, -4.422], [-0.601, -2.435, -5.499], [0.248, -2.031, -6.065], [-1.360, -2.724, -6.238], [-0.295, -3.347, -4.984], [-5.177, -1.919, 2.147], [-3.430, -2.333, 1.634], [-2.417, -2.098, 3.227], [-3.228, -4.141, 1.109], [-2.881, -1.334, 0.158], [-2.526, -0.563, -0.787], [-5.402, -2.244, 3.169], [-5.916, -2.394, 1.498], [-5.354, -0.840, 2.110], [-3.002, -2.472, 4.085], [-1.484, -2.680, 3.211], [-2.164, -1.050, 3.441], [-3.730, -4.286, 0.137], [-2.160, -4.395, 0.986], [-3.676, -4.829, 1.853]], "charge": 2, "homo_lumo_gap_ev": 5.8, "largest_force_ev_per_a": 4.0, "e_above_lowest_kcal_mol": 0.5, "energy_ha": -2155.7649, "e_homo_ev": -13.44}

***

{"formula": "C29H52N2NiOP2SSi2Te", "method": "ωB97M-V with the def2-TZVPD basis set", "species": ["Ni", "C", "P", "C", "C", "C", "C", "C", "C", "C", "P", "C", "C", "H", "H", "H", "H", "H", "H", "H", "H", "H", "H", "H", "H", "H", "H", "H", "H", "C", "Si", "C", "C", "C", "Te", "C", "Si", "C", "C", "C", "H", "H", "H", "H", "H", "H", "H", "H", "H", "H", "H", "H", "H", "H", "H", "H", "H", "H", "H", "H", "H", "H", "C", "C", "C", "N", "C", "S", "N", "C", "O", "C", "C", "C", "C", "C", "C", "H", "H", "H", "H", "H", "H", "H", "H", "H", "H", "H", "H", "H", "H"], "xyz": [[-0.337, -0.425, -0.496], [-0.226, -1.299, 3.092], [-0.926, -0.228, 1.797], [-0.817, 1.423, 2.535], [-2.698, -0.627, 1.718], [-3.600, -0.131, 2.653], [-4.948, -0.446, 2.569], [-5.405, -1.266, 1.548], [-4.516, -1.773, 0.612], [-3.162, -1.462, 0.688], [-1.968, -2.106, -0.517], [-2.892, -2.572, -1.998], [-1.384, -3.694, 0.157], [-0.901, -1.276, 3.949], [0.745, -0.909, 3.398], [-0.092, -2.328, 2.764], [-1.058, 1.371, 3.597], [-1.500, 2.121, 2.046], [0.200, 1.801, 2.422], [-3.260, 0.513, 3.454], [-5.641, -0.050, 3.297], [-6.455, -1.511, 1.479], [-4.892, -2.411, -0.176], [-3.462, -1.727, -2.379], [-3.567, -3.400, -1.777], [-2.189, -2.896, -2.764], [-2.244, -4.264, 0.509], [-0.681, -3.567, 0.980], [-0.883, -4.259, -0.630], [-5.086, 4.486, -2.401], [-3.539, 4.275, -1.407], [-2.212, 5.430, -2.000], [-3.837, 4.492, 0.413], [-3.003, 2.475, -1.649], [-0.981, 2.082, -1.099], [-0.104, 2.346, -3.023], [-0.352, 1.009, -4.331], [0.015, -0.666, -3.564], [-2.109, 1.039, -4.927], [0.842, 1.360, -5.698], [-5.470, 5.501, -2.296], [-5.875, 3.804, -2.082], [-4.898, 4.315, -3.462], [-2.490, 6.449, -1.728], [-2.111, 5.407, -3.086], [-1.231, 5.238, -1.557], [-4.149, 5.511, 0.640], [-2.928, 4.300, 0.992], [-4.620, 3.821, 0.768], [-3.116, 2.140, -2.678], [-3.620, 1.826, -1.024], [0.957, 2.530, -2.843], [-0.536, 3.297, -3.344], [-0.887, -1.107, -3.129], [0.805, -0.582, -2.804], [0.394, -1.368, -4.308], [-2.813, 0.764, -4.140], [-2.246, 0.331, -5.745], [-2.385, 2.024, -5.306], [1.874, 1.285, -5.352], [0.697, 2.363, -6.101], [0.713, 0.656, -6.519], [5.916, 0.297, 3.214], [5.966, 0.543, 1.711], [4.592, 0.706, 1.078], [3.848, -0.554, 1.223], [2.711, -0.859, 0.655], [1.921, 0.257, -0.392], [2.121, -2.067, 0.883], [2.360, -3.118, 1.816], [1.390, -3.741, 2.162], [3.741, -3.404, 2.265], [3.954, -3.654, 3.618], [5.230, -3.964, 4.059], [6.277, -4.054, 3.150], [6.055, -3.840, 1.795], [4.787, -3.507, 1.348], [6.919, 0.254, 3.633], [5.433, -0.649, 3.471], [5.378, 1.095, 3.725], [6.494, -0.273, 1.209], [6.533, 1.449, 1.495], [4.664, 0.948, 0.017], [4.019, 1.497, 1.567], [4.293, -1.267, 1.793], [1.186, -2.165, 0.476], [3.125, -3.610, 4.310], [5.406, -4.149, 5.108], [7.267, -4.308, 3.497], [6.866, -3.945, 1.089], [4.606, -3.359, 0.290]], "charge": 2, "spin_multiplicity": 3, "s_squared": 2.011, "homo_lumo_gap_ev": [8.5, 7.2], "largest_force_ev_per_a": 0.7, "e_above_lowest_kcal_mol": 7.5, "energy_ha": -4756.8425, "e_homo_ev": [-13.56, -13.86]}

***

{"formula": "C29H53CdN2O2P2", "method": "ωB97M-V with the def2-TZVPD basis set", "species": ["C", "C", "C", "C", "C", "H", "H", "H", "N", "P", "P", "C", "H", "H", "C", "H", "C", "C", "C", "C", "C", "H", "H", "H", "C", "H", "H", "H", "C", "H", "H", "H", "C", "H", "H", "H", "C", "H", "H", "H", "C", "H", "H", "H", "C", "H", "H", "H", "C", "H", "H", "H", "C", "H", "H", "H", "C", "H", "H", "H", "C", "H", "H", "H", "C", "H", "H", "H", "Cd", "C", "O", "N", "C", "C", "C", "C", "C", "H", "H", "H", "H", "H", "H", "H", "H", "H", "O", "H", "H"], "xyz": [[-2.123, 1.377, -1.172], [-1.783, -0.966, -1.068], [-3.254, 1.215, -1.968], [-2.962, -1.148, -1.833], [-3.704, -0.068, -2.270], [-3.761, 2.115, -2.310], [-3.248, -2.166, -2.079], [-4.620, -0.214, -2.833], [-1.471, 0.319, -0.663], [-0.701, 3.134, 0.679], [0.233, -2.890, 0.117], [-1.665, 2.825, -0.878], [-1.054, 3.216, -1.710], [-2.556, 3.469, -0.852], [-1.022, -2.180, -0.885], [-1.640, -3.028, -1.242], [0.883, -4.385, -0.914], [-0.268, -3.479, 1.911], [0.868, 4.152, 0.312], [-1.991, 3.991, 1.743], [2.414, -4.234, -0.856], [2.800, -4.513, 0.136], [2.883, -4.887, -1.611], [2.715, -3.195, -1.050], [0.476, -5.796, -0.456], [0.815, -6.066, 0.551], [-0.610, -5.944, -0.526], [0.943, -6.517, -1.151], [0.343, -4.235, -2.342], [0.976, -4.781, -3.059], [-0.673, -4.643, -2.417], [0.287, -3.187, -2.649], [0.899, -4.242, 2.564], [1.766, -3.585, 2.725], [0.565, -4.611, 3.548], [1.239, -5.108, 1.987], [-0.559, -2.248, 2.781], [0.318, -1.591, 2.863], [-1.420, -1.674, 2.415], [-0.808, -2.583, 3.804], [-1.528, -4.345, 1.837], [-1.358, -5.295, 1.317], [-1.851, -4.591, 2.862], [-2.357, -3.817, 1.343], [-1.360, 4.291, 3.114], [-2.123, 4.779, 3.740], [-1.031, 3.379, 3.627], [-0.509, 4.982, 3.030], [-3.171, 3.011, 1.898], [-3.650, 2.794, 0.935], [-2.864, 2.068, 2.366], [-3.931, 3.479, 2.540], [-2.527, 5.294, 1.136], [-3.242, 5.725, 1.855], [-1.741, 6.036, 0.967], [-3.067, 5.128, 0.196], [1.361, 3.825, -1.105], [0.792, 4.365, -1.875], [2.412, 4.139, -1.199], [1.317, 2.753, -1.330], [1.933, 3.740, 1.348], [2.185, 2.671, 1.307], [2.855, 4.300, 1.141], [1.622, 3.976, 2.374], [0.665, 5.665, 0.397], [-0.049, 6.029, -0.351], [0.366, 6.003, 1.396], [1.633, 6.143, 0.176], [0.018, 0.760, 1.132], [-0.946, 0.957, 3.194], [-1.258, 0.767, 4.285], [1.175, -0.489, -0.187], [1.235, -1.098, -1.235], [2.105, -0.815, -2.530], [1.858, -1.740, -3.703], [1.811, 0.601, -3.002], [3.573, -0.890, -2.118], [2.182, -2.764, -3.492], [0.807, -1.713, -4.010], [2.462, -1.379, -4.551], [2.257, 1.343, -2.331], [2.259, 0.761, -3.992], [0.734, 0.769, -3.106], [4.192, -0.397, -2.883], [3.745, -0.357, -1.172], [3.923, -1.927, -2.021], [2.143, -0.079, 2.409], [2.756, 0.168, 3.129], [2.660, -0.650, 1.800]], "charge": 1, "homo_lumo_gap_ev": [4.8, 4.8], "largest_force_ev_per_a": 6.0, "e_above_lowest_kcal_mol": 108.4, "energy_ha": -2246.8697, "e_homo_ev": [-8.11, -8.11]}

***

{"formula": "C29H54Br18N3O", "method": "ωB97M-V with the def2-TZVPD basis set", "species": ["C", "C", "O", "N", "C", "C", "C", "C", "C", "C", "C", "C", "N", "N", "C", "H", "H", "H", "H", "H", "H", "H", "H", "H", "H", "H", "H", "H", "H", "H", "H", "H", "H", "Br", "C", "C", "Br", "H", "H", "H", "H", "Br", "C", "C", "Br", "H", "H", "H", "H", "Br", "C", "C", "Br", "H", "H", "H", "H", "Br", "C", "C", "Br", "H", "H", "H", "H", "Br", "C", "C", "Br", "H", "H", "H", "H", "Br", "C", "C", "Br", "H", "H", "H", "H", "Br", "C", "C", "Br", "H", "H", "H", "H", "Br", "C", "C", "Br", "H", "H", "H", "H", "Br", "C", "C", "Br", "H", "H", "H", "H"], "xyz": [[2.787, -1.612, 1.641], [3.472, -1.524, 0.284], [4.141, -2.473, -0.075], [3.337, -0.397, -0.610], [3.494, 0.835, 0.191], [2.006, -0.351, -1.258], [1.426, -1.744, -1.548], [0.241, -2.106, -0.598], [-1.092, -1.674, -1.295], [-2.207, -1.184, -0.399], [-2.223, 0.061, 0.168], [-3.394, 0.329, 0.950], [-4.276, -0.636, 1.015], [-4.286, -1.833, 0.494], [-3.253, -2.106, -0.224], [2.187, -2.519, 1.615], [3.533, -1.735, 2.422], [2.121, -0.781, 1.867], [4.478, 0.898, 0.649], [3.318, 1.671, -0.483], [2.705, 0.908, 0.938], [2.139, 0.168, -2.209], [1.258, 0.242, -0.707], [0.976, -1.698, -2.539], [2.185, -2.519, -1.595], [0.353, -1.653, 0.383], [0.273, -3.184, -0.464], [-0.849, -0.828, -1.938], [-1.456, -2.523, -1.868], [-1.435, 0.779, 0.035], [-3.586, 1.285, 1.456], [-5.104, -0.420, 1.564], [-3.192, -3.078, -0.689], [-4.438, 2.230, 3.107], [-4.866, 3.976, 3.862], [-5.288, 4.924, 2.772], [-3.771, 5.549, 1.730], [-3.988, 4.301, 4.412], [-5.685, 3.806, 4.558], [-5.738, 5.818, 3.197], [-5.980, 4.472, 2.070], [2.968, -2.606, -4.766], [1.944, -2.658, -6.415], [1.012, -1.479, -6.505], [-0.536, -1.688, -5.337], [1.429, -3.613, -6.433], [2.675, -2.627, -7.220], [0.607, -1.391, -7.511], [1.486, -0.544, -6.224], [9.339, -1.021, 1.819], [7.680, -1.997, 2.121], [6.478, -1.210, 1.683], [6.015, 0.194, 2.955], [7.656, -2.258, 3.174], [7.773, -2.904, 1.528], [5.605, -1.855, 1.642], [6.616, -0.726, 0.721], [-6.462, 3.316, -2.987], [-5.420, 4.548, -1.900], [-3.943, 4.357, -2.105], [-3.294, 2.769, -1.179], [-5.725, 4.395, -0.870], [-5.722, 5.543, -2.222], [-3.388, 5.187, -1.672], [-3.668, 4.243, -3.148], [-0.003, 2.985, 0.747], [-0.107, 4.522, 1.939], [0.570, 4.244, 3.252], [-0.530, 3.102, 4.383], [-1.159, 4.762, 2.051], [0.393, 5.329, 1.408], [0.704, 5.166, 3.814], [1.529, 3.748, 3.140], [1.326, -3.526, 4.511], [0.100, -4.923, 3.949], [-0.119, -4.878, 2.461], [-1.301, -3.407, 1.968], [-0.814, -4.790, 4.518], [0.571, -5.861, 4.235], [-0.619, -5.780, 2.115], [0.802, -4.739, 1.902], [-4.545, 8.059, -1.301], [-3.481, 9.501, -0.536], [-2.014, 9.309, -0.809], [-1.245, 7.944, 0.347], [-3.713, 9.536, 0.523], [-3.842, 10.407, -1.017], [-1.460, 10.218, -0.585], [-1.811, 9.007, -1.831], [8.704, -5.001, 3.920], [7.434, -6.467, 3.811], [6.337, -6.139, 2.833], [5.081, -4.867, 3.610], [7.067, -6.647, 4.817], [8.007, -7.330, 3.479], [5.750, -7.024, 2.596], [6.709, -5.698, 1.914], [-3.499, -3.160, -6.936], [-4.678, -4.098, -5.705], [-4.575, -3.546, -4.308], [-2.950, -4.138, -3.407], [-4.425, -5.152, -5.767], [-5.681, -3.944, -6.095], [-5.392, -3.914, -3.692], [-4.566, -2.461, -4.286]], "charge": 1, "homo_lumo_gap_ev": 7.5, "largest_force_ev_per_a": 3.1, "energy_ha": -47708.9106, "e_homo_ev": -10.93}